No. 1
{
  "formula": "C34H46N12O3",
  "method": "wB97M-V/def2-TZVPD",
  "orbital_gap_ev": 9.40,
  "smiles": "CCCCON1C(=O)c2ccccc2C1=O.CC#N.CC#N.CC#N.CC#N.CC#N.CC#N.CC#N.CC#N.CC#N.CC#N.CC#N",
  "spin_multiplicity": 1,
  "lumo_energy_ha": -0.0212,
  "species": ["C", "C", "C", "C", "O", "N", "C", "O", "C", "C", "C", "C", "C", "C", "C", "O", "H", "H", "H", "H", "H", "H", "H", "H", "H", "H", "H", "H", "H", "C", "C", "N", "H", "H", "H", "C", "C", "N", "H", "H", "H", "C", "C", "N", "H", "H", "H", "C", "C", "N", "H", "H", "H", "C", "C", "N", "H", "H", "H", "C", "C", "N", "H", "H", "H", "C", "C", "N", "H", "H", "H", "C", "C", "N", "H", "H", "H", "C", "C", "N", "H", "H", "H", "C", "C", "N", "H", "H", "H", "C", "C", "N", "H", "H", "H"],
  "coordinates": [[3.895, 1.580, 0.551], [4.219, 1.274, -0.950], [2.993, 1.380, -1.885], [2.244, 2.722, -1.756], [0.841, 2.608, -1.513], [0.594, 2.443, -0.136], [-0.525, 3.238, 0.337], [-0.453, 4.271, 0.947], [-1.743, 2.425, -0.053], [-3.058, 2.776, -0.206], [-3.927, 1.785, -0.578], [-3.530, 0.493, -0.827], [-2.203, 0.136, -0.684], [-1.348, 1.112, -0.283], [0.147, 1.080, 0.020], [0.754, 0.104, 0.374], [4.585, 2.362, 0.883], [4.150, 0.708, 1.151], [2.868, 1.899, 0.726], [5.009, 1.959, -1.276], [4.637, 0.273, -0.988], [2.351, 0.508, -1.731], [3.354, 1.282, -2.912], [2.756, 3.352, -1.024], [2.340, 3.242, -2.714], [-3.365, 3.802, -0.037], [-4.985, 1.999, -0.689], [-4.230, -0.280, -1.121], [-1.834, -0.865, -0.876], [5.145, -1.603, 4.015], [5.034, -0.169, 3.790], [4.945, 0.960, 3.611], [4.165, -2.054, 4.165], [5.612, -2.099, 3.166], [5.747, -1.816, 4.897], [2.733, -3.128, -3.278], [3.589, -1.976, -3.038], [4.264, -1.065, -2.853], [1.778, -2.830, -3.705], [3.194, -3.827, -3.963], [2.525, -3.664, -2.351], [-5.155, -3.276, 0.357], [-6.049, -2.172, 0.051], [-6.746, -1.294, -0.194], [-5.198, -3.545, 1.412], [-5.409, -4.168, -0.216], [-4.120, -3.025, 0.126], [-2.552, -1.757, 2.853], [-3.147, -3.043, 3.188], [-3.621, -4.056, 3.445], [-1.499, -1.866, 2.594], [-3.057, -1.297, 2.003], [-2.618, -1.064, 3.691], [2.617, -2.071, -7.347], [2.439, -3.275, -6.552], [2.301, -4.226, -5.923], [1.967, -2.076, -8.222], [2.384, -1.176, -6.771], [3.642, -1.973, -7.701], [0.475, 6.199, 3.704], [1.560, 6.862, 4.411], [2.417, 7.382, 4.968], [0.853, 5.489, 2.970], [-0.164, 5.647, 4.388], [-0.151, 6.915, 3.172], [-6.458, -1.611, -3.963], [-5.367, -2.551, -3.756], [-4.506, -3.290, -3.582], [-7.328, -2.101, -4.399], [-6.774, -1.159, -3.022], [-6.166, -0.805, -4.635], [2.603, 2.761, 5.686], [1.382, 3.521, 5.909], [0.422, 4.126, 6.076], [2.823, 2.668, 4.623], [3.457, 3.245, 6.159], [2.520, 1.756, 6.097], [-5.445, -7.358, 2.599], [-6.329, -7.029, 1.489], [-7.025, -6.768, 0.615], [-5.209, -8.422, 2.611], [-4.505, -6.811, 2.537], [-5.904, -7.112, 3.555], [-2.621, 5.247, 7.434], [-3.216, 5.240, 8.762], [-3.684, 5.234, 9.809], [-3.332, 4.905, 6.682], [-2.299, 6.248, 7.150], [-1.750, 4.596, 7.382], [6.610, -2.656, -10.187], [5.913, -1.708, -9.332], [5.364, -0.959, -8.658], [6.336, -2.518, -11.232], [7.689, -2.536, -10.108], [6.369, -3.683, -9.912]],
  "lowdin_charge": [-0.110, -0.245, -0.201, -0.168, -0.052, -0.005, -0.280, 0.159, -0.079, 0.004, -0.060, -0.060, -0.010, -0.087, -0.306, 0.149, 0.064, 0.033, 0.042, 0.102, 0.058, 0.091, 0.084, 0.122, 0.123, 0.129, 0.117, 0.089, 0.128, -0.067, -0.262, 0.153, 0.082, 0.085, 0.083, -0.089, -0.229, 0.160, 0.075, 0.040, 0.085, -0.071, -0.278, 0.135, 0.053, 0.079, 0.074, -0.054, -0.275, 0.140, 0.087, 0.066, 0.089, -0.064, -0.257, 0.132, 0.087, 0.088, 0.023, -0.094, -0.294, 0.121, 0.067, 0.038, 0.082, -0.074, -0.289, 0.125, 0.084, 0.059, 0.082, -0.064, -0.241, 0.152, 0.068, 0.090, 0.081, -0.078, -0.286, 0.125, 0.080, 0.064, 0.083, -0.087, -0.288, 0.118, 0.080, 0.081, 0.042, -0.065, -0.256, 0.140, 0.084, 0.085, 0.085]
}

No. 2
{
  "formula": "C27H57BrInNO4",
  "method": "wB97M-V/def2-TZVPD",
  "orbital_gap_ev": 4.47,
  "spin_multiplicity": 1,
  "lumo_energy_ha": -0.0649,
  "species": ["C", "C", "C", "C", "C", "C", "C", "C", "C", "C", "C", "C", "C", "C", "C", "C", "In", "Br", "C", "C", "C", "C", "O", "O", "C", "O", "C", "C", "C", "H", "H", "H", "H", "H", "H", "H", "H", "H", "H", "H", "H", "H", "H", "H", "H", "H", "H", "H", "H", "H", "H", "H", "H", "H", "H", "H", "H", "H", "H", "H", "H", "H", "H", "H", "H", "H", "H", "H", "H", "H", "H", "H", "H", "H", "H", "H", "H", "H", "C", "C", "O", "N", "C", "H", "H", "H", "H", "H", "H", "H", "H"],
  "coordinates": [[1.986, -2.617, 3.015], [2.839, -1.515, 2.366], [3.277, -1.864, 0.917], [4.710, -1.357, 0.660], [4.906, -0.528, -0.628], [3.811, 0.506, -0.945], [3.302, 1.337, 0.248], [3.727, 2.812, 0.229], [2.774, 3.607, 1.182], [1.537, 4.049, 0.367], [0.166, 3.972, 1.082], [0.153, 4.477, 2.530], [0.525, 3.460, 3.646], [0.373, 1.983, 3.296], [-1.084, 1.495, 3.178], [-1.077, 0.128, 2.410], [-2.390, 0.093, 0.607], [-3.080, 2.552, -0.063], [-1.481, -0.963, -1.136], [-0.131, -0.358, -1.549], [-0.299, 1.013, -2.246], [0.600, 1.101, -3.455], [0.353, 0.551, -4.470], [1.749, 1.817, -3.347], [-4.306, -1.020, 1.120], [-5.440, -0.301, 0.620], [-5.499, -0.370, -0.776], [-6.917, 0.000, -1.200], [-7.191, 1.451, -0.776], [2.606, -3.497, 3.178], [1.645, -2.242, 3.979], [1.104, -2.818, 2.407], [2.306, -0.567, 2.383], [3.708, -1.380, 3.012], [3.179, -2.945, 0.808], [2.527, -1.406, 0.268], [5.348, -2.239, 0.562], [5.121, -0.796, 1.496], [4.923, -1.241, -1.460], [5.894, -0.068, -0.627], [4.248, 1.212, -1.655], [2.995, 0.043, -1.493], [2.205, 1.331, 0.201], [3.557, 0.930, 1.225], [4.769, 2.921, 0.539], [3.622, 3.222, -0.776], [3.318, 4.504, 1.478], [2.548, 2.934, 1.999], [1.713, 5.058, -0.009], [1.458, 3.419, -0.527], [-0.245, 2.975, 0.939], [-0.497, 4.634, 0.522], [-0.797, 4.954, 2.759], [0.886, 5.289, 2.575], [1.521, 3.694, 4.025], [-0.144, 3.643, 4.490], [0.878, 1.696, 2.374], [0.859, 1.411, 4.094], [-1.532, 1.321, 4.155], [-1.677, 2.199, 2.597], [-1.412, -0.642, 3.111], [-0.067, -0.166, 2.115], [-2.164, -0.956, -1.994], [-1.297, -2.002, -0.882], [0.397, -1.019, -2.257], [0.480, -0.216, -0.658], [-1.318, 1.184, -2.580], [0.001, 1.785, -1.534], [1.603, 2.608, -2.805], [-4.371, -1.119, 2.203], [-4.281, -2.046, 0.719], [-4.795, 0.348, -1.221], [-5.251, -1.375, -1.151], [-6.958, -0.053, -2.292], [-7.638, -0.682, -0.756], [-8.093, 1.852, -1.240], [-7.345, 1.461, 0.300], [-6.351, 2.096, -1.022], [-1.118, -3.444, -3.796], [-0.825, -4.239, -2.571], [-1.260, -4.056, -1.488], [0.199, -5.341, -2.644], [-0.397, -6.639, -3.105], [-2.171, -3.174, -3.796], [-0.506, -2.537, -3.787], [-0.901, -4.014, -4.702], [0.965, -5.067, -3.262], [0.514, -5.440, -1.676], [0.400, -7.376, -3.147], [-0.826, -6.496, -4.093], [-1.155, -6.941, -2.388]],
  "lowdin_charge": [-0.112, -0.264, -0.194, -0.210, -0.200, -0.200, -0.199, -0.198, -0.181, -0.190, -0.221, -0.182, -0.204, -0.245, -0.283, -0.267, 0.559, 0.054, -0.281, -0.293, -0.117, -0.547, 0.116, 0.091, -0.272, -0.258, -0.325, -0.226, -0.105, 0.067, 0.069, 0.066, 0.077, 0.100, 0.095, 0.090, 0.101, 0.097, 0.101, 0.104, 0.102, 0.083, 0.099, 0.101, 0.109, 0.099, 0.107, 0.085, 0.110, 0.074, 0.054, 0.096, 0.102, 0.103, 0.094, 0.104, 0.069, 0.113, 0.101, 0.043, 0.025, -0.003, 0.040, 0.001, 0.083, 0.076, 0.112, 0.093, 0.105, 0.035, 0.034, 0.073, 0.110, 0.101, 0.104, 0.062, 0.071, 0.058, 0.049, -0.409, 0.185, 0.085, 0.030, 0.116, 0.105, 0.091, 0.187, 0.187, 0.107, 0.106, 0.115]
}

No. 3
{
  "formula": "C47H36BrIrN5O6",
  "method": "wB97M-V/def2-TZVPD",
  "orbital_gap_ev": [6.38, 4.95],
  "de_lowest_ev": 0.0000,
  "spin_multiplicity": 2,
  "total_charge": 2,
  "s_squared": 0.823,
  "lumo_energy_ha": [-0.2421, -0.2947],
  "species": ["Ir", "C", "O", "C", "N", "C", "C", "C", "C", "C", "C", "C", "C", "C", "C", "C", "C", "N", "C", "N", "C", "C", "O", "C", "C", "C", "C", "C", "C", "H", "H", "H", "H", "H", "H", "H", "H", "H", "H", "H", "H", "H", "H", "H", "H", "H", "H", "H", "C", "O", "C", "C", "C", "C", "C", "C", "N", "N", "C", "C", "O", "C", "C", "C", "C", "C", "C", "C", "C", "H", "H", "H", "H", "H", "H", "H", "H", "H", "H", "H", "H", "H", "Br", "C", "C", "C", "C", "C", "C", "C", "O", "O", "H", "H", "H", "H"],
  "coordinates": [[-0.141, -0.070, -0.169], [-0.581, -1.882, -4.367], [0.624, -2.287, -3.651], [0.647, -1.591, -2.544], [-0.234, -0.664, -2.376], [-1.065, -0.627, -3.614], [-2.573, -0.554, -3.498], [-3.257, -0.435, -2.300], [-4.643, -0.311, -2.285], [-5.356, -0.301, -3.472], [-4.677, -0.428, -4.677], [-3.298, -0.553, -4.691], [1.812, -1.693, -1.662], [3.037, -2.223, -2.027], [4.129, -1.973, -1.205], [3.956, -1.218, -0.047], [2.682, -0.786, 0.254], [1.646, -1.032, -0.536], [2.310, 0.047, 1.397], [1.104, 0.448, 1.566], [1.038, 1.242, 2.814], [2.538, 1.354, 3.182], [3.214, 0.419, 2.274], [0.358, 2.582, 2.687], [-0.401, 3.066, 3.745], [-0.996, 4.318, 3.664], [-0.861, 5.081, 2.513], [-0.100, 4.602, 1.454], [0.528, 3.368, 1.553], [-1.299, -2.697, -4.318], [-0.299, -1.694, -5.397], [-0.749, 0.274, -4.149], [-2.714, -0.462, -1.371], [-5.165, -0.229, -1.338], [-6.432, -0.187, -3.465], [-5.224, -0.424, -5.612], [-2.776, -0.645, -5.639], [3.124, -2.787, -2.946], [5.111, -2.336, -1.477], [4.780, -0.961, 0.604], [0.487, 0.647, 3.544], [2.771, 1.072, 4.203], [2.922, 2.350, 2.978], [-0.523, 2.471, 4.645], [-1.569, 4.699, 4.500], [-1.340, 6.049, 2.446], [0.016, 5.196, 0.554], [1.162, 3.015, 0.751], [-1.176, -1.674, 3.255], [-1.401, -0.590, 2.344], [-2.644, -0.212, 2.090], [-3.736, -0.638, 2.836], [-4.985, -0.100, 2.614], [-5.180, 0.887, 1.634], [-4.130, 1.299, 0.868], [-2.836, 0.733, 1.028], [-1.808, 1.065, 0.153], [-2.149, 1.941, -0.745], [-1.357, 2.599, -1.557], [0.117, 2.436, -1.627], [0.744, 1.607, -0.926], [0.859, 3.267, -2.512], [0.242, 4.159, -3.315], [-1.191, 4.334, -3.320], [-1.788, 5.269, -4.164], [-3.154, 5.472, -4.135], [-3.945, 4.727, -3.266], [-3.369, 3.790, -2.428], [-1.988, 3.575, -2.442], [-1.587, -1.454, 4.239], [-0.098, -1.784, 3.329], [-1.608, -2.595, 2.863], [-3.613, -1.384, 3.606], [-5.817, -0.429, 3.225], [-6.163, 1.310, 1.480], [-4.269, 2.046, 0.109], [1.936, 3.159, -2.509], [0.840, 4.765, -3.987], [-1.163, 5.846, -4.836], [-3.608, 6.210, -4.783], [-5.016, 4.883, -3.246], [-3.978, 3.202, -1.761], [-6.457, -3.076, 0.017], [-4.795, -3.905, -0.358], [-4.750, -5.243, -0.713], [-3.519, -5.827, -0.987], [-2.353, -5.078, -0.923], [-2.419, -3.740, -0.558], [-3.644, -3.150, -0.266], [-1.169, -2.914, -0.544], [-0.114, -3.344, -1.000], [-1.351, -1.731, -0.028], [-5.662, -5.823, -0.770], [-3.474, -6.874, -1.258], [-1.394, -5.518, -1.158], [-3.697, -2.110, 0.024]],
  "lowdin_spin": [0.045, 0.000, 0.000, 0.000, 0.002, 0.001, 0.000, -0.001, 0.000, 0.000, -0.001, 0.000, 0.000, 0.000, 0.000, 0.000, 0.000, -0.001, 0.000, 0.000, 0.000, 0.000, 0.000, 0.000, 0.000, 0.000, 0.000, 0.001, 0.001, 0.000, 0.000, 0.000, -0.001, 0.000, 0.000, 0.000, 0.000, 0.000, 0.000, 0.000, 0.000, 0.000, 0.000, 0.000, 0.000, 0.000, 0.000, 0.000, 0.003, 0.069, 0.097, -0.007, 0.111, 0.025, 0.045, 0.076, 0.184, -0.079, 0.150, 0.051, 0.086, 0.003, 0.015, 0.017, 0.008, 0.047, -0.008, 0.051, -0.009, 0.001, 0.000, 0.001, -0.003, 0.005, 0.000, 0.001, 0.000, 0.000, 0.000, 0.002, -0.001, 0.003, 0.001, 0.000, 0.000, 0.000, 0.000, 0.000, 0.000, 0.000, 0.000, 0.006, 0.000, 0.000, 0.000, 0.000]
}

Number 1: largest force on an atom 0.0469 hartree/bohr, molecular weight 670.8 g mol⁻¹. Number 2: largest force on an atom 0.0414 hartree/bohr, molecular weight 654.5 g mol⁻¹. Number 3: largest force on an atom 0.0474 hartree/bohr, molecular weight 1039.0 g mol⁻¹.